Record 1
{"formula": "C4H6O2", "method": "ωB97M-V/def2-TZVPD", "species": ["O", "C", "C", "C", "O", "C", "H", "H", "H", "H", "H", "H"], "xyz": [[-0.126, 1.702, 1.406], [0.718, 1.324, 0.451], [0.220, 0.295, -0.519], [0.691, -1.147, -0.134], [-0.663, -1.560, 0.143], [-1.195, -0.279, -0.292], [0.961, 2.143, 1.403], [0.482, 0.589, -1.543], [1.144, -1.703, -0.969], [1.341, -1.213, 0.752], [-1.768, 0.219, 0.504], [-1.807, -0.370, -1.202]], "nbo_charge": [-0.650, 0.192, -0.408, -0.029, -0.531, -0.065, 0.506, 0.239, 0.182, 0.183, 0.199, 0.182], "e_tot_ha": -306.3034, "e_lumo_ev": 0.541, "e_above_lowest_kcal_mol": 127.3, "fmax_ha_per_bohr": 0.03397, "orbital_gap_ev": 9.51}


Record 2
{"formula": "C22H31N3O5", "method": "ωB97M-V/def2-TZVPD", "species": ["C", "O", "C", "C", "C", "C", "C", "C", "N", "C", "C", "O", "C", "O", "N", "C", "C", "C", "N", "C", "O", "C", "C", "C", "C", "C", "C", "C", "O", "C", "H", "H", "H", "H", "H", "H", "H", "H", "H", "H", "H", "H", "H", "H", "H", "H", "H", "H", "H", "H", "H", "H", "H", "H", "H", "H", "H", "H", "H", "H", "H"], "xyz": [[5.786, -0.165, 5.608], [5.504, -0.500, 4.273], [4.204, -0.490, 3.866], [3.121, -0.137, 4.651], [1.834, -0.147, 4.131], [1.608, -0.522, 2.820], [0.232, -0.458, 2.218], [-0.126, 1.007, 1.888], [0.913, 1.650, 1.092], [1.470, 1.194, -0.047], [2.699, 1.969, -0.468], [1.031, 0.259, -0.698], [-1.527, 1.083, 1.248], [-2.458, 1.585, 1.846], [-1.609, 0.525, 0.036], [-2.831, 0.480, -0.733], [-3.198, -0.965, -1.076], [-4.464, -0.989, -1.931], [-4.288, -0.193, -3.128], [-4.192, -0.815, -4.331], [-4.274, -2.025, -4.435], [-4.011, 0.076, -5.527], [-2.618, 0.260, -6.069], [-3.608, -0.573, -6.816], [-3.972, 1.188, -2.855], [-2.687, 1.286, -2.027], [2.692, -0.892, 2.027], [3.982, -0.878, 2.525], [5.095, -1.206, 1.813], [4.930, -1.667, 0.494], [6.866, -0.259, 5.713], [5.294, -0.848, 6.309], [5.490, 0.865, 5.839], [3.264, 0.152, 5.680], [1.005, 0.135, 4.763], [-0.517, -0.834, 2.916], [0.195, -1.055, 1.308], [-0.189, 1.570, 2.824], [1.385, 2.416, 1.545], [3.034, 1.614, -1.438], [2.477, 3.031, -0.530], [3.492, 1.819, 0.262], [-0.756, 0.182, -0.404], [-3.611, 0.924, -0.103], [-3.358, -1.538, -0.163], [-2.377, -1.423, -1.633], [-5.306, -0.582, -1.360], [-4.698, -2.007, -2.246], [-4.692, 0.917, -5.577], [-2.348, 1.230, -6.462], [-1.812, -0.245, -5.559], [-3.485, -1.645, -6.795], [-4.024, -0.189, -7.735], [-4.801, 1.630, -2.288], [-3.850, 1.741, -3.784], [-1.850, 0.886, -2.604], [-2.478, 2.331, -1.795], [2.506, -1.193, 1.009], [5.934, -1.883, 0.132], [4.469, -0.909, -0.148], [4.329, -2.581, 0.460]], "nbo_charge": [-0.250, -0.483, 0.237, -0.286, -0.226, -0.025, -0.423, -0.123, -0.608, 0.704, -0.714, -0.664, 0.680, -0.637, -0.638, -0.066, -0.401, -0.229, -0.438, 0.687, -0.634, -0.340, -0.405, -0.399, -0.213, -0.403, -0.326, 0.337, -0.496, -0.251, 0.201, 0.175, 0.173, 0.221, 0.210, 0.229, 0.229, 0.231, 0.405, 0.241, 0.230, 0.237, 0.434, 0.227, 0.218, 0.204, 0.187, 0.251, 0.228, 0.214, 0.218, 0.240, 0.214, 0.191, 0.220, 0.202, 0.216, 0.230, 0.201, 0.172, 0.179], "e_tot_ha": -1397.4133, "e_lumo_ev": 0.550, "e_above_lowest_kcal_mol": 44.1, "fmax_ha_per_bohr": 0.01258, "smiles": "COc1ccc(C[C@@H](NC(C)=O)C(=O)NC2CCN(C(=O)C3CC3)CC2)cc1OC", "orbital_gap_ev": 8.70}